125
Properties=species:S:1:pos:R:3:mulliken_charge:R:1 method="wB97M-V/def2-TZVPD" homo_lumo_gap_ev=6.13 relative_energy_kcal_mol=16.4 total_charge=-2 lumo_ev=3.452 homo_ev=-2.7 spin_multiplicity=1
Cs 1.32571 -0.15638 -1.37862 1.643
O 3.01448 -4.18471 -2.79619 -0.845
C 2.52090 -3.45038 -1.90301 -0.092
N 1.36128 -2.83676 -1.89225 0.083
C 0.67075 -2.99916 -3.15924 -1.905
C -0.67681 -2.30767 -3.27229 0.632
C -1.62386 -2.81076 -4.17004 -0.682
C -2.81570 -2.13843 -4.35083 -0.873
C -3.05029 -0.97353 -3.63377 -0.348
C -2.07049 -0.55247 -2.75117 -1.005
N -0.92063 -1.19757 -2.57647 1.252
C 3.41978 -3.24737 -0.67628 0.058
C 4.37228 -4.23876 -0.41730 -0.757
C 5.27601 -4.06456 0.60985 -0.260
C 5.23000 -2.88637 1.34442 -1.166
C 4.25589 -1.96114 1.01529 -0.103
N 3.35749 -2.12968 0.04972 0.601
H 0.54636 -4.05916 -3.42703 0.349
H 1.29075 -2.60204 -3.98283 0.407
H -1.40934 -3.72444 -4.71013 0.425
H -3.55963 -2.52025 -5.04152 0.365
H -3.97168 -0.41551 -3.73304 0.458
H -2.20768 0.34105 -2.15035 0.139
H 4.37729 -5.10391 -1.06421 0.483
H 6.01802 -4.82480 0.82701 0.376
H 5.92867 -2.68224 2.14669 0.419
H 4.18201 -1.02600 1.56926 0.345
C 4.04728 1.79590 -0.60543 -0.308
O 2.83658 2.32925 -0.12254 -0.079
C 2.87120 2.74018 1.21818 -0.975
C 2.80489 1.53413 2.15709 1.066
O 1.71099 1.75760 3.03134 -0.435
C 1.39714 0.70312 3.90764 -0.816
C 1.31844 -0.68061 3.24308 -0.651
O 0.68359 -0.70287 1.98982 0.328
C -0.67248 -0.22670 1.98733 -0.745
H 4.85287 2.54144 -0.53721 0.337
H 3.88412 1.52724 -1.64849 0.043
H 4.35009 0.89497 -0.05520 0.126
H 1.96775 3.32836 1.38414 0.369
H 3.74483 3.38209 1.40469 0.163
H 3.72986 1.36489 2.73430 0.296
H 2.61654 0.65244 1.53494 -0.502
H 0.42362 0.96687 4.32501 0.364
H 2.11643 0.65759 4.74398 0.400
H 0.81762 -1.35781 3.95401 0.420
H 2.31893 -1.08110 3.06658 0.205
H -1.28683 -0.76060 2.72187 0.409
H -1.09094 -0.40970 0.99514 -0.025
H -0.72358 0.84472 2.19243 0.276
O 2.89671 2.31661 -4.93096 -0.762
S 2.02594 1.36741 -4.25613 0.393
O 2.71135 0.28527 -3.55865 -0.631
N 0.97747 1.94937 -3.27626 0.975
C 0.29092 3.11730 -3.44779 -0.227
C 0.30858 3.93714 -4.56135 -0.788
C -0.44055 5.12826 -4.60695 -0.843
C -1.21789 5.52855 -3.55891 -0.998
C -1.28649 4.70977 -2.40296 0.964
C -2.08048 5.05008 -1.28056 -0.843
C -2.12974 4.21415 -0.20638 -0.956
C -1.38264 3.01464 -0.25682 0.054
N -0.63734 2.66909 -1.27097 0.402
C -0.55847 3.50429 -2.34265 -0.164
C 1.13265 0.55315 -5.57750 0.558
C 1.86358 -0.03737 -6.60243 -0.577
C 1.20350 -0.67875 -7.63500 -0.665
C -0.18687 -0.72419 -7.65287 -0.524
C -0.90912 -0.13122 -6.63175 -0.573
C -0.24931 0.50753 -5.58819 -0.083
H 0.93746 3.67680 -5.40071 0.459
H -0.38453 5.73730 -5.50267 0.369
H -1.79006 6.44819 -3.59099 0.335
H -2.65054 5.97365 -1.30277 0.350
H -2.73941 4.42710 0.66090 0.483
H -1.45680 2.30570 0.56425 0.137
H 2.94374 0.00432 -6.57527 0.429
H 1.77210 -1.15140 -8.42679 0.372
H -0.70248 -1.23062 -8.45943 0.369
H -1.99062 -0.17555 -6.62776 0.407
H -0.80126 0.95723 -4.77378 0.167
C -1.62278 -3.80299 2.02414 -1.309
C -2.58068 -3.61555 0.84523 2.180
C -3.75859 -4.57671 0.97111 -1.648
C -1.85271 -3.88021 -0.46414 -1.519
O -3.02923 -2.26195 0.79056 0.910
Si -4.23027 -1.46158 1.60590 -0.592
S -4.18003 0.54368 1.31290 -0.715
O -5.68559 -2.20884 1.21494 -0.363
C -6.50571 -2.01299 0.07291 1.987
C -7.33659 -3.28656 -0.06925 -1.845
C -5.66525 -1.79605 -1.18455 -1.500
C -7.42449 -0.81448 0.31372 -1.785
O -4.02067 -2.00330 3.17017 0.587
C -4.73045 -1.71372 4.36956 1.614
C -4.99234 -3.05556 5.05223 -1.801
C -3.81797 -0.83532 5.22518 -1.683
C -6.05434 -0.99258 4.11880 -1.507
H -1.33023 -4.85423 2.10356 0.505
H -2.09863 -3.49316 2.95168 -0.016
H -0.71715 -3.21032 1.87142 -0.060
H -3.39501 -5.60662 0.92476 0.606
H -4.46568 -4.42012 0.15533 0.149
H -4.29013 -4.42868 1.90960 0.089
H -1.54142 -4.92726 -0.52921 0.465
H -0.95799 -3.27886 -0.52666 0.033
H -2.50434 -3.66693 -1.31399 0.143
H -6.69343 -4.14192 -0.27786 0.362
H -8.05909 -3.18720 -0.88260 0.390
H -7.87558 -3.48177 0.85887 0.343
H -4.96751 -2.62281 -1.32796 0.153
H -5.08640 -0.87690 -1.10081 0.117
H -6.31238 -1.72948 -2.06427 0.717
H -8.07005 -1.00739 1.17387 0.365
H -8.05513 -0.62543 -0.55958 0.460
H -6.81965 0.06670 0.52225 0.216
H -4.04481 -3.55292 5.26727 0.306
H -5.57475 -3.69444 4.38717 0.335
H -5.54351 -2.92736 5.98727 0.419
H -2.89298 -1.37009 5.45138 0.294
H -4.30159 -0.55208 6.16374 0.434
H -3.56729 0.06750 4.66791 0.308
H -6.72310 -1.62420 3.53818 0.185
H -5.88021 -0.07596 3.55875 0.299
H -6.53492 -0.74950 5.07245 0.512

19
Properties=species:S:1:pos:R:3:mulliken_charge:R:1 method="wB97M-V/def2-TZVPD" homo_lumo_gap_ev=8.41 relative_energy_kcal_mol=56.2 total_charge=+1 lumo_ev=-5.751 homo_ev=-14.2 spin_multiplicity=1
C -1.76946 0.85577 -0.66996 -1.412
C -1.28701 -0.45938 -0.10614 -0.261
C 0.03296 -0.75842 -0.63299 0.969
C 0.41175 -1.81396 -1.36095 -1.301
C 2.45175 -0.30636 -0.20208 -0.100
N 1.12575 -0.00825 -0.07110 0.000
H -1.98009 0.94989 -1.67640 0.456
H -2.78029 1.00002 -0.25043 0.316
H -1.02019 1.56522 -0.67216 0.452
H -1.32377 -0.48143 1.00020 0.261
H -1.98921 -1.23170 -0.53277 0.302
H -0.27287 -2.42591 -1.98927 0.257
H 1.37733 -2.02307 -1.52222 0.254
H 3.13187 0.38974 0.34458 0.280
H 2.71256 -1.11562 -0.91882 0.245
H 0.87099 0.76020 0.55842 0.269
H -1.36972 1.88400 2.07978 0.307
H -0.42329 1.56897 3.28663 0.329
O -0.48169 1.76394 2.32786 -0.620

20
Properties=species:S:1:pos:R:3:mulliken_charge:R:1 method="wB97M-V/def2-TZVPD" homo_lumo_gap_ev=4.35 relative_energy_kcal_mol=194.4 lumo_ev=-5.078 homo_ev=-9.4 spin_multiplicity=1
C 1.56570 -0.69228 0.53013 -1.167
O 2.27495 1.76986 -1.08371 -0.731
C 0.27426 0.12069 0.75334 0.734
N 0.40130 1.46283 0.47793 -0.191
H 2.26791 -0.66747 1.35648 0.388
H 1.37315 -1.70968 0.25568 0.319
H 2.17552 -0.21449 -0.21783 0.390
H 0.02292 -0.04402 1.78914 0.486
H -0.59979 -0.15849 0.04879 -0.438
H 0.42254 2.08747 1.27865 0.285
H 1.12934 1.73834 -0.30379 0.331
H -3.31576 -0.74055 -0.75058 0.247
H -1.14906 -0.62522 -1.65527 0.365
O -2.38252 -0.99580 -0.66961 -0.936
H 2.23848 2.34455 -1.86263 0.256
H -0.09741 0.03749 -2.66461 0.287
O -0.23155 -0.65898 -2.01668 -0.658
H -2.04854 -1.48665 2.19624 0.321
H -2.18680 -0.93569 0.76735 0.404
O -2.13466 -0.63192 1.77096 -0.691

37
Properties=species:S:1:pos:R:3:mulliken_charge:R:1 method="wB97M-V/def2-TZVPD" homo_lumo_gap_ev=5.68 relative_energy_kcal_mol=38.4 total_charge=-2 lumo_ev=4.982 homo_ev=-0.7 spin_multiplicity=1
C -0.25322 -0.59480 -1.67974 -0.177
C -1.43706 0.40219 -1.33728 -0.459
S -1.00182 2.06167 -1.54431 -0.570
C -0.03086 -1.58203 -0.49829 -0.570
N 0.23586 -1.01237 0.89816 -0.058
C 0.28442 -1.97764 1.96287 -0.711
C -1.00120 -2.74678 2.38846 -0.522
S -1.49299 -4.17935 1.30997 -0.712
H -0.57846 -1.09415 -2.62661 0.599
H 0.75378 0.03908 -1.75574 -0.426
H -2.25742 0.23564 -1.98255 0.250
H -1.82334 0.11375 -0.32504 0.145
H 0.76953 -2.30415 -0.82050 0.239
H -0.92916 -2.24187 -0.31756 0.309
H -0.60483 -0.33105 1.05056 -0.016
H 0.61053 -1.44811 2.84996 0.383
H 1.15340 -2.66961 1.69229 0.290
H -0.94231 -3.13992 3.36059 0.341
H -1.77690 -1.85363 2.28459 0.068
H 2.10333 4.48579 -0.66330 0.301
H 2.89342 3.36128 -0.08804 0.399
O 2.77193 4.32216 -0.01247 -0.705
H 0.26506 2.35866 1.12528 0.270
H 1.31001 3.57922 1.41589 0.339
O 1.04947 2.67210 1.67143 -0.644
H 3.36767 0.78355 -1.86443 0.414
H 2.85390 -0.14520 -2.96030 0.301
O 3.67695 0.27358 -2.62414 -0.680
H -2.56858 1.45816 2.58535 0.341
H -1.64412 2.51582 2.53808 0.316
O -2.35989 2.33574 3.04089 -0.655
H 1.54876 1.05148 -0.20595 0.330
H 1.20477 2.05049 -1.13149 0.102
O 2.01824 1.69492 -0.68088 -0.765
H -2.95322 -3.55637 -2.24420 0.287
H -2.25519 -2.18621 -2.21473 0.353
O -2.96048 -2.73208 -2.59681 -0.704

22
Properties=species:S:1:pos:R:3:mulliken_charge:R:1 method="wB97M-V/def2-TZVPD" homo_lumo_gap_ev=4.87 total_charge=-1 lumo_ev=3.589 homo_ev=-1.3 spin_multiplicity=1
C 0.45923 3.07639 -1.30544 -0.858
N -0.74008 2.29087 -1.05802 -0.848
C -0.64816 1.01537 -1.68954 -0.703
C -0.38576 -0.18582 -0.75135 0.459
C -0.41659 -1.49118 -1.25016 -0.803
C -0.18476 -2.56703 -0.39975 -0.423
C 0.05909 -2.35469 0.95574 -0.717
C 0.09169 -1.05652 1.45295 0.921
C 0.38689 -0.79776 2.91108 -1.381
C -0.14316 0.02389 0.59505 -0.545
H 0.47063 3.52391 -2.32113 0.227
H 1.38262 2.47903 -1.18655 0.262
H 0.49477 3.89797 -0.58595 0.295
H -1.60603 0.76081 -2.17766 0.337
H 0.12625 0.97697 -2.47588 0.322
H -0.62116 -1.65104 -2.29873 0.383
H -0.20655 -3.57322 -0.79587 0.359
H 0.22540 -3.20037 1.60792 0.309
H -0.27303 -0.03249 3.30016 0.344
H 1.41822 -0.46599 3.02351 0.263
H 0.27292 -1.70936 3.49231 0.363
H -0.16243 1.04028 0.95730 0.435

23
Properties=species:S:1:pos:R:3:mulliken_charge:R:1 method="wB97M-V/def2-TZVPD" homo_lumo_gap_ev=10.07 relative_energy_kcal_mol=27.6 lumo_ev=1.022 homo_ev=-9.0 spin_multiplicity=1 smiles=Cc1ccccc1.CC
C 0.40085 -1.39735 2.37774 -1.247
C -0.24625 -0.51093 1.27748 0.970
C -1.43332 -0.91585 0.62378 -0.613
C -1.92526 -0.10282 -0.39374 -0.272
C -1.43939 1.18532 -0.61684 -0.773
C -0.44897 1.66622 0.19653 -0.363
C 0.16847 0.80708 1.11519 -0.467
H 1.35361 -1.77752 2.05744 0.304
H -0.36109 -2.02841 2.81372 0.356
H 0.58849 -0.56511 3.09641 0.319
H -1.95182 -1.82308 0.90993 0.343
H -2.58894 -0.60222 -1.08959 0.360
H -2.11924 1.75633 -1.23555 0.399
H -0.18920 2.71088 0.34673 0.368
H 1.13821 1.08073 1.52730 0.308
C 1.46987 0.34822 -2.44171 -0.644
C 2.26002 -0.64415 -1.57568 -0.726
H 1.67521 1.33103 -2.03583 0.217
H 1.77135 0.37483 -3.49738 0.345
H 0.42222 0.07704 -2.31084 0.098
H 2.61361 -0.00255 -0.73946 0.173
H 1.62882 -1.39186 -1.11968 0.204
H 3.17005 -1.11436 -1.98090 0.343

20
Properties=species:S:1:pos:R:3:mulliken_spin:R:1 method="wB97M-V/def2-TZVPD" homo_lumo_gap_ev="11.55 / 5.04" relative_energy_kcal_mol=37.8 total_charge=+1 lumo_ev="-2.811 / -8.761" homo_ev="-14.4 / -13.8" spin_multiplicity=2 s_squared=0.757
C 2.33533 0.00021 0.14740 0.020
C 1.93622 0.93369 1.30726 0.010
N 0.63052 1.51257 0.98476 0.660
H 2.53515 0.57721 -0.75430 0.001
H 3.26140 -0.51497 0.39162 -0.003
H 1.53213 -0.71199 -0.03721 0.003
H 1.94702 0.38403 2.25657 0.060
H 2.68605 1.72088 1.38536 0.010
H -0.08351 0.76624 1.06066 -0.001
H 0.35161 2.22766 1.66440 -0.006
C -2.51313 -1.43988 0.18793 0.021
N -1.11053 -0.59510 -2.15244 0.086
C -1.17889 0.12490 -0.91930 -0.018
N -1.77059 -0.17132 0.14059 0.113
H -3.58908 -1.29178 0.13686 -0.002
H -2.25481 -1.92092 1.13064 0.001
H -2.20426 -2.10118 -0.62545 0.011
H -1.68732 -0.18481 -2.88053 -0.005
H -0.15312 -0.42333 -2.46382 -0.004
H -0.67018 1.10787 -0.96101 0.041

26
Properties=species:S:1:pos:R:3:mulliken_charge:R:1 method="wB97M-V/def2-TZVPD" homo_lumo_gap_ev=9.18 relative_energy_kcal_mol=25.7 total_charge=-1 lumo_ev=3.069 homo_ev=-6.1 spin_multiplicity=1
O 1.48980 -1.45984 -3.11532 -0.741
H 1.14371 -1.27529 -2.21950 0.365
H 1.56955 -0.60184 -3.54100 0.308
O -2.81047 -0.42602 2.17219 -0.647
H -2.30922 0.16279 1.58803 0.342
O 0.90340 -0.74994 2.76094 -0.695
H -0.05938 -0.74050 2.67039 0.296
H 1.29391 -1.05659 1.91236 0.429
O -1.24672 2.22324 2.20785 -0.642
H -0.37812 1.91370 2.51949 0.329
H -1.69231 2.13928 3.06369 0.315
O 2.11632 -1.49670 0.45407 -0.844
H 1.53746 -0.83049 -0.16860 0.495
H 2.69497 -1.94811 -0.17046 0.245
O -1.20648 -1.72837 -0.40041 -0.662
H -0.61702 -1.31905 -1.07225 0.303
H -0.79040 -2.00099 0.41707 0.307
O 0.96993 0.12168 -1.05502 -0.875
H 1.68926 0.64294 -0.65800 0.115
H -2.79369 -1.24834 1.66426 0.302
O -2.01825 1.30239 -0.75415 -0.663
H -1.78221 1.78718 0.03615 0.291
H -1.49888 0.50932 -0.89625 0.331
O 1.64793 2.02932 -2.51403 -0.704
H 1.08754 1.44993 -1.88541 0.427
H 1.05937 2.60030 -3.01608 0.272